(1)
{"formula": "C26H25N5O4", "method": "the ωB97M-V functional and the def2-TZVPD basis", "e_lumo_ev": -0.1, "energy_ha": -1580.4082, "de_lowest_kcal_mol": 94.53, "species": ["C", "C", "O", "C", "N", "N", "C", "O", "O", "C", "C", "O", "H", "H", "H", "H", "H", "H", "H", "H", "H", "H", "C", "C", "C", "C", "N", "C", "N", "C", "C", "C", "C", "C", "C", "C", "C", "C", "C", "C", "C", "C", "N", "C", "C", "H", "H", "H", "H", "H", "H", "H", "H", "H", "H", "H", "H", "H", "H", "H"], "positions_angstrom": [[1.19, 0.58, 5.71], [1.41, 1.63, 4.66], [0.12, 2.15, 4.22], [0.15, 2.60, 2.93], [-1.01, 3.28, 2.65], [-1.20, 3.41, 1.32], [-2.52, 3.15, 0.75], [-2.67, 3.17, -0.46], [-3.45, 2.89, 1.65], [-4.75, 2.57, 1.04], [-5.80, 2.84, 2.07], [1.12, 2.42, 2.19], [2.11, 0.47, 6.29], [0.36, 0.81, 6.39], [0.99, -0.38, 5.22], [1.98, 2.48, 5.07], [1.94, 1.22, 3.80], [-4.86, 3.20, 0.15], [-4.70, 1.51, 0.74], [-6.76, 2.51, 1.69], [-5.60, 2.31, 3.01], [-5.87, 3.91, 2.28], [-1.92, 7.27, 5.70], [-1.62, 5.91, 5.54], [-1.50, 5.37, 4.25], [-1.66, 6.19, 3.14], [-1.42, 5.78, 1.80], [-0.91, 4.70, 1.18], [-0.57, 5.08, -0.11], [-0.06, 4.18, -1.07], [0.76, 3.17, -0.59], [1.09, 2.08, -1.40], [0.61, 2.04, -2.72], [-0.18, 3.08, -3.21], [-0.52, 4.16, -2.38], [-0.96, 6.40, -0.24], [-0.87, 7.21, -1.45], [-1.92, 8.13, -1.69], [-1.87, 8.98, -2.79], [-0.76, 8.97, -3.65], [0.29, 8.08, -3.41], [0.25, 7.21, -2.32], [-1.48, 6.84, 0.89], [-1.99, 7.53, 3.29], [-2.12, 8.08, 4.57], [-2.01, 7.69, 6.71], [-1.48, 5.26, 6.40], [-1.28, 4.32, 4.11], [1.11, 3.19, 0.44], [1.70, 1.28, -0.98], [0.85, 1.19, -3.35], [-0.56, 3.06, -4.23], [-1.16, 4.97, -2.74], [-2.76, 8.14, -1.00], [-2.70, 9.67, -2.97], [-0.72, 9.65, -4.50], [1.16, 8.06, -4.07], [1.08, 6.52, -2.12], [-2.12, 8.15, 2.40], [-2.36, 9.13, 4.67]], "mulliken_charge": [-1.21, -0.16, -0.29, 0.54, -1.21, 1.38, 0.71, -0.61, -0.24, -0.22, -1.21, -0.77, 0.38, 0.29, 0.29, 0.28, 0.27, 0.34, 0.28, 0.41, 0.31, 0.29, -0.43, -0.81, -0.21, 0.60, 0.75, -0.71, 0.38, 0.12, -0.41, -0.76, -0.46, -0.85, 0.20, 0.63, 0.07, -0.49, -0.65, -0.35, -0.74, 0.04, -1.10, -0.69, -0.66, 0.37, 0.41, 0.85, 0.47, 0.45, 0.38, 0.37, 0.53, 0.40, 0.37, 0.37, 0.39, 0.46, 0.45, 0.38]}


(2)
{"formula": "C26H25N7O2S2Ti", "method": "the ωB97M-V functional and the def2-TZVPD basis", "e_lumo_ev": -0.4, "energy_ha": -3185.4998, "de_lowest_kcal_mol": 0.00, "species": ["Ti", "N", "C", "S", "N", "N", "C", "C", "C", "C", "C", "C", "C", "O", "H", "H", "H", "H", "H", "H", "H", "N", "C", "C", "C", "C", "C", "C", "N", "C", "C", "C", "S", "C", "N", "H", "H", "H", "H", "H", "H", "H", "O", "C", "C", "C", "C", "C", "C", "C", "C", "N", "H", "H", "H", "H", "H", "H", "H", "H", "H", "H", "H"], "positions_angstrom": [[-0.14, -0.61, 0.64], [-1.56, 2.63, 3.31], [-1.37, 1.66, 2.35], [0.08, 1.76, 1.36], [-2.26, 0.74, 2.21], [-1.95, -0.06, 1.10], [-2.05, -1.43, 1.13], [-1.93, -2.19, 2.39], [-2.88, -3.06, 2.91], [-2.63, -3.72, 4.12], [-1.44, -3.49, 4.79], [-0.47, -2.64, 4.28], [-0.71, -2.00, 3.06], [0.20, -1.24, 2.45], [-0.70, 3.00, 3.69], [-2.23, 2.36, 4.01], [-2.69, -1.88, 0.36], [-3.81, -3.21, 2.39], [-3.37, -4.39, 4.53], [-1.26, -3.99, 5.74], [0.46, -2.47, 4.79], [3.70, -2.72, 0.42], [4.26, -1.72, 1.20], [5.50, -1.61, 1.83], [5.71, -0.45, 2.56], [4.73, 0.55, 2.66], [3.50, 0.43, 2.03], [3.29, -0.72, 1.29], [2.17, -1.11, 0.57], [2.45, -2.29, 0.08], [1.46, -3.05, -0.66], [1.60, -4.15, -1.44], [0.06, -4.63, -2.03], [-0.66, -3.34, -1.19], [0.17, -2.59, -0.53], [4.08, -3.63, 0.25], [6.25, -2.38, 1.77], [6.65, -0.31, 3.07], [4.94, 1.43, 3.25], [2.72, 1.18, 2.12], [2.50, -4.69, -1.70], [-1.73, -3.17, -1.17], [-2.32, 2.23, -1.31], [-2.72, 1.99, -2.63], [-3.08, 0.53, -2.92], [-2.09, -0.47, -2.31], [-0.65, -0.15, -2.63], [-0.17, -0.19, -3.94], [1.14, 0.15, -4.20], [1.95, 0.56, -3.14], [1.39, 0.59, -1.88], [0.14, 0.20, -1.62], [-2.89, 1.80, -0.67], [-1.87, 2.28, -3.25], [-3.56, 2.62, -2.94], [-3.16, 0.41, -4.00], [-4.07, 0.30, -2.51], [-2.34, -1.47, -2.68], [-2.20, -0.45, -1.23], [-0.84, -0.48, -4.74], [1.53, 0.11, -5.21], [2.98, 0.87, -3.29], [1.97, 0.92, -1.03]], "mulliken_charge": [-0.10, -0.57, 0.56, -0.62, -1.08, 0.12, 0.23, 0.07, -0.63, -0.73, -0.43, -0.98, 0.74, -0.17, 0.24, 0.25, 0.58, 0.45, 0.38, 0.39, 0.45, -0.03, 0.71, -1.20, -0.42, -0.80, -0.65, 0.24, 0.75, 0.07, -0.65, -0.37, -0.20, -0.33, 0.81, 0.24, 0.42, 0.38, 0.44, 0.33, 0.46, 0.33, -0.43, -0.68, -1.16, -0.31, 0.58, -0.79, -0.57, -1.07, -0.19, 0.81, 0.27, 0.35, 0.37, 0.40, 0.42, 0.55, -0.09, 0.50, 0.43, 0.49, 0.44]}


(3)
{"formula": "C26H26AgFN4O4S2Sb2", "method": "the ωB97M-V functional and the def2-TZVPD basis", "e_lumo_ev": 4.1, "charge": -2, "energy_ha": -3050.2016, "species": ["Ag", "C", "Sb", "C", "C", "C", "C", "C", "C", "C", "C", "C", "Sb", "C", "C", "H", "H", "H", "H", "H", "H", "H", "H", "H", "H", "H", "H", "H", "H", "H", "H", "H", "H", "H", "H", "S", "C", "C", "C", "C", "N", "C", "C", "C", "S", "C", "N", "H", "H", "F", "C", "C", "N", "C", "C", "O", "O", "C", "O", "N", "C", "O", "H", "H", "H", "H"], "positions_angstrom": [[-1.47, 0.58, -1.00], [2.36, 2.65, -1.78], [1.89, 0.59, -1.24], [3.86, -0.09, -1.91], [2.59, 1.02, 0.82], [2.68, -0.13, 1.77], [3.72, -1.05, 1.59], [3.90, -2.13, 2.44], [3.01, -2.32, 3.49], [1.99, -1.41, 3.69], [1.81, -0.30, 2.86], [0.73, 0.67, 3.19], [-1.03, 0.41, 1.88], [-1.67, -1.34, 2.97], [-2.24, 1.77, 3.05], [3.32, 2.97, -1.37], [1.56, 3.29, -1.41], [2.39, 2.73, -2.87], [4.66, 0.49, -1.45], [3.91, 0.04, -3.00], [4.00, -1.14, -1.69], [1.92, 1.81, 1.17], [3.58, 1.45, 0.65], [4.40, -0.91, 0.76], [4.71, -2.83, 2.27], [3.12, -3.18, 4.15], [1.30, -1.56, 4.51], [1.05, 1.71, 3.07], [0.38, 0.53, 4.21], [-1.89, -1.09, 4.01], [-0.86, -2.07, 2.94], [-2.54, -1.75, 2.48], [-2.16, 1.57, 4.11], [-3.28, 1.66, 2.72], [-1.93, 2.80, 2.84], [-3.78, 1.02, -2.04], [-3.91, 2.75, -2.02], [-5.12, 3.28, -2.50], [-5.39, 4.64, -2.55], [-6.63, 5.11, -3.08], [-7.63, 5.48, -3.52], [-4.42, 5.55, -2.08], [-3.22, 5.04, -1.60], [-2.92, 3.67, -1.56], [-1.35, 3.23, -0.96], [-4.68, 6.94, -2.10], [-4.90, 8.08, -2.12], [-5.87, 2.58, -2.85], [-2.47, 5.73, -1.24], [1.51, -4.46, -4.30], [1.54, -4.49, -2.95], [0.41, -4.28, -2.26], [0.36, -4.34, -0.90], [-0.85, -3.93, -0.21], [-1.07, -2.38, -0.32], [-2.21, -1.98, -0.07], [-0.07, -1.71, -0.67], [1.51, -4.55, -0.15], [1.52, -4.66, 1.05], [2.66, -4.69, -0.91], [2.80, -4.72, -2.30], [3.89, -4.91, -2.81], [-0.52, -4.04, -2.76], [-0.75, -4.19, 0.84], [-1.72, -4.43, -0.63], [3.51, -4.78, -0.37]], "mulliken_charge": [0.51, -1.25, 0.57, -1.35, -1.59, 1.03, -0.48, -0.80, -0.65, -0.73, 0.81, -1.79, 0.83, -1.41, -1.33, 0.38, 0.30, 0.34, 0.39, 0.38, 0.27, 0.36, 0.65, 0.33, 0.42, 0.35, 0.32, 0.60, 0.62, 0.48, 0.26, 0.40, 0.40, 0.37, 0.34, -0.46, 0.33, -0.95, 0.59, 0.02, -0.63, 0.47, -0.92, 0.25, -0.44, 0.02, -0.63, 0.44, 0.45, -0.34, 0.26, 0.06, 0.12, -1.37, 0.81, -0.71, -0.36, 0.44, -0.65, -0.03, 0.34, -0.69, 0.43, 0.33, 0.32, 0.21]}


(4)
{"formula": "C26H26BeN4S2", "method": "the ωB97M-V functional and the def2-TZVPD basis", "e_lumo_ev": -1.2, "energy_ha": -2036.6360, "species": ["Be", "C", "C", "C", "C", "C", "C", "C", "N", "C", "C", "C", "C", "C", "C", "C", "N", "C", "C", "C", "C", "H", "H", "H", "H", "H", "H", "H", "H", "H", "H", "H", "H", "H", "H", "H", "H", "H", "H", "H", "H", "H", "H", "H", "H", "S", "C", "C", "C", "C", "N", "C", "C", "C", "S", "C", "N", "H", "H"], "positions_angstrom": [[0.12, -0.02, -0.50], [6.72, 0.04, 1.56], [6.29, 0.84, 0.32], [7.03, 0.32, -0.91], [6.64, 2.31, 0.53], [4.79, 0.63, 0.11], [4.28, -0.65, -0.10], [2.93, -0.84, -0.30], [2.05, 0.17, -0.29], [2.53, 1.40, -0.09], [3.87, 1.68, 0.11], [1.46, 2.44, -0.12], [1.70, 3.80, 0.05], [0.63, 4.69, 0.00], [-0.62, 4.15, -0.23], [-0.78, 2.79, -0.40], [0.25, 1.94, -0.34], [0.80, 6.20, 0.17], [-0.03, 6.64, 1.38], [2.26, 6.59, 0.41], [0.30, 6.90, -1.09], [7.78, 0.20, 1.74], [6.55, -1.02, 1.43], [6.17, 0.37, 2.45], [8.10, 0.48, -0.79], [6.71, 0.85, -1.81], [6.87, -0.74, -1.07], [7.72, 2.40, 0.68], [6.16, 2.73, 1.41], [6.38, 2.92, -0.33], [4.93, -1.51, -0.12], [2.51, -1.81, -0.49], [4.20, 2.69, 0.26], [2.70, 4.15, 0.22], [-1.50, 4.77, -0.29], [-1.74, 2.33, -0.60], [0.28, 6.13, 2.29], [-1.09, 6.45, 1.23], [0.09, 7.72, 1.54], [2.67, 6.14, 1.32], [2.32, 7.67, 0.53], [2.90, 6.32, -0.43], [-0.75, 6.71, -1.27], [0.86, 6.57, -1.97], [0.44, 7.98, -0.99], [-2.01, -0.04, -0.62], [-2.12, -1.19, -1.94], [-3.16, -1.16, -2.85], [-3.21, -2.08, -3.90], [-4.30, -2.02, -4.83], [-5.18, -1.97, -5.56], [-2.19, -3.04, -4.03], [-1.14, -3.05, -3.11], [-1.10, -2.14, -2.07], [0.21, -2.11, -0.91], [-2.20, -3.99, -5.10], [-2.20, -4.77, -5.94], [-3.94, -0.42, -2.76], [-0.35, -3.79, -3.22]], "mulliken_charge": [-0.27, -1.57, 2.06, -1.59, -2.12, 0.27, -0.90, -0.49, 0.17, -0.22, -0.09, -0.15, 0.04, 0.26, -0.87, -0.52, 0.17, 2.04, -1.59, -2.12, -1.58, 0.44, 0.34, 0.38, 0.45, 0.38, 0.34, 0.43, 0.42, 0.42, 0.41, 0.44, 0.48, 0.47, 0.41, 0.44, 0.38, 0.34, 0.45, 0.42, 0.42, 0.42, 0.34, 0.39, 0.44, -0.36, 0.30, -0.84, 0.56, -0.15, -0.51, 0.60, -0.79, 0.36, -0.36, -0.13, -0.51, 0.50, 0.52]}